Entry from the Open Molecules 2025 dataset: a single C17H27NO4 molecule (the ωB97M-V functional and the def2-TZVPD basis).

Geometry (Å):
C: -0.90457 -1.86939 3.37461
C: -0.08899 -0.74429 2.74451
H: 0.17058 -0.00125 3.50247
O: -0.81372 -0.01585 1.76332
C: -0.87724 -0.60898 0.50323
C: -1.88612 0.16249 -0.36311
C: -2.10743 -0.57603 -1.69528
C: -3.39297 -1.40830 -1.74585
C: -3.43921 -2.57558 -0.75736
O: -2.47018 -3.56414 -1.01147
H: -1.60646 -3.14056 -1.07637
H: -3.34625 -2.19940 0.27236
H: -4.40030 -3.08860 -0.84295
H: -3.50310 -1.81211 -2.75474
H: -4.24810 -0.76035 -1.54598
H: -2.16188 0.15352 -2.50542
H: -1.23963 -1.20606 -1.91028
C: -1.37540 1.60104 -0.57920
C: 0.10473 1.59822 -0.78880
C: 0.87710 0.53801 -0.56273
O: 0.39852 -0.67440 -0.10300
C: 2.34952 0.58262 -0.80761
O: 2.90142 1.56937 -1.25046
N: 2.98801 -0.56562 -0.48205
C: 4.38919 -0.76864 -0.65060
C: 5.34058 0.17046 0.02748
C: 5.18708 -1.23062 0.53285
H: 5.98651 -1.93607 0.36658
H: 4.66046 -1.37683 1.46393
H: 6.24290 0.44189 -0.49642
H: 4.91291 0.97313 0.60581
H: 4.66508 -1.14661 -1.63128
H: 2.42415 -1.33716 -0.15697
H: 0.57902 2.50546 -1.12581
C: -1.74169 2.52221 0.57173
C: -1.89774 3.98975 0.31687
C: -3.10378 3.14724 0.60291
H: -3.78008 2.93766 -0.21271
H: -3.59799 3.25952 1.55565
H: -1.56065 4.68246 1.07228
H: -1.75845 4.34992 -0.69128
H: -1.31104 2.22000 1.51547
H: -1.85001 2.00605 -1.48095
H: -2.82404 0.21109 0.19641
H: -1.16938 -1.66677 0.59372
H: 0.83690 -1.13790 2.30734
H: -0.33676 -2.31677 4.18550
H: -1.13736 -2.64500 2.64865
H: -1.83594 -1.47277 3.77044

Output
2S+1	1
energy relative to the best compared isomer or geometry (same formula, charge and spin)	64.6	kcal per mole
LUMO level	0.61	eV
SMILES	CCO[C@@H]1OC(C(=O)NC2CC2)=C[C@H](C2CC2)[C@H]1CCCO

***

Entry from the Open Molecules 2025 dataset: a single C17H27NO4 molecule (the ωB97M-V functional and the def2-TZVPD basis).

Geometry (Å):
C: -3.13915 -3.30127 3.93311
C: -3.14728 -3.64172 2.59186
C: -2.83778 -2.69228 1.63334
C: -2.51242 -1.39061 1.99887
C: -2.52000 -1.05816 3.34871
C: -2.83092 -2.00465 4.30840
H: -2.83515 -1.72896 5.35296
H: -2.29066 -0.04701 3.65199
C: -2.09969 -0.38153 0.95325
N: -0.66003 -0.25287 0.77900
C: -0.01695 -1.44532 0.25944
H: -0.50241 -2.36808 0.60866
H: 1.01936 -1.46650 0.59953
C: -0.00687 -1.43556 -1.27412
H: -1.03410 -1.48321 -1.66807
O: 0.60290 -0.23672 -1.67980
C: 0.61703 0.02795 -3.06368
H: -0.25206 -0.42456 -3.56015
C: 1.89807 -0.46356 -3.75444
O: 3.09204 0.02751 -3.19461
C: 3.27906 1.42655 -3.21351
C: 2.75009 2.13896 -1.95706
O: 1.58949 2.87922 -2.28138
C: 0.99462 3.53552 -1.18413
C: 0.29530 2.59946 -0.17852
O: 1.08232 2.44104 0.99452
C: 1.30871 1.11489 1.40716
C: 0.04345 0.37463 1.88039
H: 0.32880 -0.35322 2.65882
H: -0.61702 1.11521 2.33484
H: 1.78549 0.54018 0.60294
H: 2.00848 1.20665 2.24228
H: 0.10613 1.63066 -0.64461
H: -0.66441 3.04422 0.11281
H: 0.26369 4.21040 -1.63512
H: 1.74415 4.12892 -0.64173
H: 3.51163 2.82247 -1.55373
H: 2.52925 1.37884 -1.20071
H: 4.36232 1.56135 -3.27759
H: 2.81232 1.87564 -4.09853
H: 1.98667 -1.54996 -3.66911
H: 1.83316 -0.19241 -4.82063
H: 0.55494 1.11636 -3.15830
H: 0.54348 -2.31415 -1.64296
H: -2.48697 0.60764 1.21188
H: -2.51985 -0.66584 -0.01556
H: -2.86506 -2.96226 0.58624
H: -3.39751 -4.64859 2.29019
H: -3.38010 -4.04077 4.68243

Output
2S+1	1
energy relative to the best compared isomer or geometry (same formula, charge and spin)	77.2	kcal per mole
LUMO level	0.84	eV
SMILES	c1ccc(CN2CCOCCOCCOCCOCC2)cc1

***

Entry from the Open Molecules 2025 dataset: C17H28AsBF6IrN5O7S5 as an isolated structure (the ωB97M-V functional and the def2-TZVPD basis).

Geometry (Å):
Ir: -0.11259 -0.24725 0.25725
C: 1.89871 1.89655 3.63495
C: 1.66791 0.47005 3.16515
C: 2.04051 -0.57035 4.22055
O: 0.35191 0.25765 2.72705
C: 2.66261 0.16405 1.93045
O: 3.83501 0.38035 2.11375
O: 2.10851 -0.30055 0.90425
H: 1.27171 2.09155 4.50585
H: 1.64651 2.59175 2.83675
H: 2.94201 2.04915 3.90065
H: 1.46221 -0.38285 5.12315
H: 3.10161 -0.50345 4.44305
H: 1.80561 -1.56515 3.85295
H: -0.18619 1.05265 2.83385
F: -4.35229 2.41285 1.15025
C: -4.30739 1.40455 0.27695
F: -5.37079 0.63875 0.45825
F: -4.36159 1.93435 -0.94435
S: -2.68629 0.45185 0.45805
O: -2.00149 0.73525 -0.77865
O: -2.06659 1.01915 1.61995
N: -3.11259 -1.04215 0.63615
S: -2.64759 -2.10325 -0.40985
O: -2.73099 -3.44565 0.06315
O: -1.40189 -1.76315 -1.05235
C: -3.88909 -1.99245 -1.82235
F: -3.25469 -2.09065 -2.98755
F: -4.78919 -2.96165 -1.74755
F: -4.51629 -0.81835 -1.78045
C: -1.57229 4.42065 1.16855
N: -1.43379 4.00855 -0.19985
C: -2.13999 4.47025 -1.26805
C: -1.65929 3.82285 -2.36675
N: -0.67169 2.97525 -1.98335
B: 0.03311 2.00325 -2.95285
N: 1.49571 1.79405 -2.50355
C: 2.50081 2.70545 -2.48255
C: 3.64361 2.07725 -2.07905
N: 3.32701 0.77185 -1.86955
C: 4.20211 -0.27575 -1.43325
C: 2.01061 0.62395 -2.11105
S: 1.13511 -0.83635 -1.92155
C: -0.55439 3.08305 -0.65275
S: 0.54781 2.30105 0.37955
H: -2.35729 5.16755 1.24065
H: -0.63059 4.84215 1.52185
H: -1.83399 3.56775 1.79535
H: -2.90819 5.20965 -1.17045
H: -1.94439 3.90225 -3.39435
H: -0.51989 0.94785 -2.90595
H: 0.01401 2.47145 -4.03915
H: 2.33791 3.72425 -2.76345
H: 4.63141 2.46045 -1.92535
H: 5.22121 0.09625 -1.41945
H: 4.12451 -1.12275 -2.11475
H: 3.91611 -0.58945 -0.42745
C: -0.68739 -5.64185 0.91785
As: 0.05161 -4.02415 0.11285
C: -0.35349 -4.26425 -1.78625
C: 2.00251 -4.28025 0.17015
S: -0.24899 -2.43345 1.53315
H: -0.40879 -6.50825 0.31385
H: -1.77229 -5.53155 0.92445
H: -0.32559 -5.76255 1.94035
H: 0.15561 -5.17775 -2.10425
H: -0.01039 -3.42195 -2.38195
H: -1.42709 -4.38825 -1.90465
H: 2.28101 -5.20635 -0.33335
H: 2.33701 -4.31205 1.20865
H: 2.48371 -3.43335 -0.32135

Output
2S+1	2
energy relative to the best compared isomer or geometry (same formula, charge and spin)	59.5	kcal per mole
expectation value of S²	0.89
LUMO level (spin up / spin down)	-5.63 / -5.14	eV
total charge	+1

***

Entry from the Open Molecules 2025 dataset: C17H28Br3Cl4CuO7 as an isolated structure (the ωB97M-V functional and the def2-TZVPD basis).

Geometry (Å):
Cu: -1.21070 0.50159 -0.97745
C: 1.07980 -1.25494 1.68919
C: 0.15099 -1.96855 0.70993
O: -0.88287 -1.25654 0.18799
H: 1.85983 -1.91545 2.06146
H: 0.52862 -0.89315 2.56077
H: 1.54466 -0.37217 1.23420
H: -0.16968 -2.93656 1.13677
H: 0.73518 -2.27921 -0.19364
O: -3.16034 -0.03053 -1.77916
C: -3.97627 -0.90877 -1.73459
O: -4.86925 -1.02656 -2.68877
C: -5.60262 -2.27682 -2.55262
C: -4.78362 -3.12628 -1.55032
C: -4.12640 -2.03819 -0.73790
H: -5.74368 -2.75007 -3.51529
H: -6.57942 -2.03461 -2.11153
H: -4.11493 -3.77451 -2.12754
H: -5.42161 -3.80900 -0.99184
H: -3.20143 -2.27562 -0.21905
H: -4.79632 -1.72995 0.07772
O: -0.32645 -0.42901 -2.72685
C: 0.33382 -1.12950 -3.42131
O: 0.72736 -0.70618 -4.59949
C: 1.52858 -1.70636 -5.31123
C: 1.83639 -2.78742 -4.26451
C: 0.81470 -2.53573 -3.13761
H: 2.45082 -1.25652 -5.66030
H: 0.92108 -2.13196 -6.10739
H: 2.79485 -2.71098 -3.75901
H: 1.76110 -3.80159 -4.65169
H: 1.31455 -2.50217 -2.17862
H: -0.05688 -3.18484 -3.21429
O: 4.00156 0.60127 4.52411
C: 3.18274 1.44448 4.42904
O: 1.92369 1.30195 4.92784
C: 1.10786 2.46302 4.61433
C: 2.10031 3.57629 4.25141
C: 3.32712 2.78511 3.73032
H: 0.49635 2.79276 5.45025
H: 0.49456 2.15976 3.75795
H: 2.46163 4.08343 5.14967
H: 1.60905 4.27850 3.59312
H: 4.26639 3.22140 4.04912
H: 3.27375 2.58578 2.65711
C: 0.77476 4.49883 0.53400
Cl: 0.39951 5.82164 1.62610
Cl: 2.50837 4.04180 0.62290
H: 0.11646 3.65234 0.64082
H: 0.70127 4.89861 -0.47123
C: -3.30873 2.24021 1.48714
Cl: -3.48428 1.16785 2.88438
Cl: -3.32013 3.95632 1.94339
H: -2.36785 2.08315 0.99270
H: -4.17602 2.02815 0.87876
C: 4.39054 -0.55186 -0.31397
Br: 5.50025 -1.81147 0.62374
Br: 4.31438 -0.87199 -2.20245
Br: 4.92841 1.27589 0.06935
H: 3.41819 -0.68503 0.10410

Output
2S+1	2
expectation value of S²	0.76
LUMO level (spin up / spin down)	-3.74 / -5.82	eV
total charge	+1

***

Sequential F_max output: 0.7; 0.5; 5.1; 2.9 eV/Å